DFT (ωB97M-V with the def2-TZVPD basis set) results for 2 unconnected molecules or ions with the total composition C3H4FO2 at a distorted geometry.

Properties
Energy relative to the best compared isomer or geometry (same formula, charge and spin) ... 306.79 kJ/mol
Gap between HOMO and LUMO (alpha / beta) ... 0.2996 / 0.2985 Ha
LUMO energy (alpha / beta) ... 4.2 / 4.1 eV
Total charge ... -1

Each line ends with the Mulliken charge.
Cartesian coordinates (Å):
C: 2.651 0.486 0.055  0.683
C: -0.465 -0.007 0.789  -1.037
C: 1.541 -0.431 -0.561  -0.155
O: 3.168 0.229 1.166  -0.716
O: 3.012 1.361 -0.752  -0.700
F: 1.785 -1.803 -0.525  -0.252
H: -0.936 -0.967 0.686  0.294
H: 0.147 -0.289 1.650  0.277
H: -0.963 0.871 0.559  0.319
H: 1.215 -0.124 -1.498  0.287

DFT (ωB97M-V with the def2-TZVPD basis set) results for a molecular structure, C3H4FO2Sc at a distorted geometry.

Properties
Multiplicity ... 2
Gap between HOMO and LUMO (alpha / beta) ... 0.2180 / 0.2454 Ha
LUMO energy (alpha / beta) ... -17.7 / -17.7 eV
Total charge ... +3

Each line ends with the Mulliken charge.
Cartesian coordinates (Å):
O: 0.043 -1.087 0.903  0.025
Sc: 0.733 1.280 -1.132  1.637
C: 0.789 -0.067 0.733  0.331
C: -1.348 -1.071 0.963  -0.091
H: -1.709 -0.076 1.225  0.475
H: -1.722 -2.020 1.339  0.376
F: 1.080 0.503 1.867  -0.040
C: -2.300 -0.503 -1.311  -0.129
O: -1.527 0.286 -1.928  -0.429
H: -3.141 -0.002 -0.799  0.439
H: -2.518 -1.439 -1.857  0.407

DFT (ωB97M-V with the def2-TZVPD basis set) results for 2 unconnected molecules or ions with the total composition C3H4FO3 at a distorted geometry.

Properties
Energy relative to the best compared isomer or geometry (same formula, charge and spin) ... 139.18 kJ/mol
Gap between HOMO and LUMO ... 0.2453 Ha
LUMO energy ... 4.1 eV
Total charge ... -1

Each line ends with the Mulliken charge.
Cartesian coordinates (Å):
C: -1.878 -0.348 0.203  0.554
C: 1.190 -0.598 -0.332  -1.273
C: 0.232 0.509 -0.159  0.311
O: -2.665 0.447 0.614  -0.533
O: -1.737 -1.505 -0.049  -0.503
O: 0.613 1.335 0.822  -0.527
F: 0.153 1.258 -1.397  -0.361
H: 2.160 -0.260 -0.598  0.447
H: 1.341 -1.114 0.602  0.276
H: 0.805 -1.343 -1.034  0.253
H: -0.215 1.619 1.327  0.355

DFT (ωB97M-V with the def2-TZVPD basis set) results for a molecular structure, C3H4HgO3 at a distorted geometry.

Properties
Energy relative to the best compared isomer or geometry (same formula, charge and spin) ... 115.68 kJ/mol
Gap between HOMO and LUMO ... 0.2243 Ha
LUMO energy ... -13.1 eV
Total charge ... +2

Each line ends with the Mulliken charge.
Cartesian coordinates (Å):
C: -0.861 1.235 0.628  -1.086
C: -0.762 -0.033 1.114  0.263
O: -0.335 -1.107 0.384  -0.182
C: 0.637 -1.068 -0.514  1.014
O: 1.058 0.079 -0.970  -0.530
O: 0.921 -2.066 -1.180  -0.499
H: 0.445 0.986 -0.502  0.509
H: -0.878 -0.295 2.167  0.413
H: -1.511 1.362 -0.244  0.450
Hg: 2.236 -1.099 -2.281  1.330
H: -0.949 2.006 1.399  0.317

DFT (ωB97M-V with the def2-TZVPD basis set) results for a molecular structure, C3H4I6N at a distorted geometry.

Properties
Energy relative to the best compared isomer or geometry (same formula, charge and spin) ... 194.69 kJ/mol
Gap between HOMO and LUMO (alpha / beta) ... 0.2451 / 0.2450 Ha
LUMO energy (alpha / beta) ... -5.4 / -5.4 eV
Total charge ... +1

Each line ends with the Mulliken charge.
Cartesian coordinates (Å):
C: -0.519 0.774 0.295  -0.481
C: -1.877 0.011 2.029  -0.514
C: -1.113 1.872 -0.467  -1.185
N: -0.168 -0.427 -0.311  -0.053
I: -2.534 -1.894 1.177  0.242
I: -3.369 1.291 2.554  0.388
I: -0.305 -0.173 3.419  0.271
I: -3.057 1.167 -1.356  0.271
I: 0.254 2.389 -2.364  0.176
I: -1.322 3.686 0.699  0.317
H: 0.324 1.107 0.869  0.630
H: -0.056 -0.190 -1.323  0.284
H: -0.858 -1.243 -0.505  0.263
H: 0.817 -0.729 0.039  0.391

DFT (ωB97M-V with the def2-TZVPD basis set) results for a molecular structure, C3H4IN at a distorted geometry.

Properties
Energy relative to the best compared isomer or geometry (same formula, charge and spin) ... 309.64 kJ/mol
Gap between HOMO and LUMO (alpha / beta) ... 0.3061 / 0.3018 Ha
LUMO energy (alpha / beta) ... -1.4 / -1.2 eV

Each line ends with the Mulliken charge.
Cartesian coordinates (Å):
C: 1.286 0.335 1.816  0.238
C: 0.235 0.029 -0.469  -0.816
C: 0.396 0.762 0.841  -0.236
N: 2.132 -0.119 2.463  -0.374
I: 0.433 2.867 0.738  0.139
H: 1.029 -0.747 -0.747  0.301
H: -0.765 -0.595 -0.526  0.201
H: 0.257 0.772 -1.247  0.338
H: -1.052 0.258 2.036  0.208

DFT (ωB97M-V with the def2-TZVPD basis set) results for a molecular structure, C3H4IN2O at a distorted geometry.

Properties
Energy relative to the best compared isomer or geometry (same formula, charge and spin) ... 748.04 kJ/mol
Gap between HOMO and LUMO (alpha / beta) ... 0.2700 / 0.2699 Ha
LUMO energy (alpha / beta) ... -5.7 / -5.7 eV
Total charge ... +1

Each line ends with the Mulliken charge.
Cartesian coordinates (Å):
C: 1.092 -0.903 -0.376  0.120
C: 1.596 2.488 -0.124  -0.431
C: 0.858 1.425 0.108  0.032
N: -1.633 -1.527 -0.571  -0.177
N: -1.697 -2.388 0.347  -0.140
O: 1.422 0.198 -0.090  0.037
I: -1.453 0.396 -0.142  0.395
H: 1.181 3.462 -0.126  0.271
H: 2.627 2.306 -0.416  0.254
H: -2.019 -2.019 1.282  0.296
H: -1.973 -3.437 0.110  0.344

DFT (ωB97M-V with the def2-TZVPD basis set) results for 2 unconnected molecules or ions with the total composition C3H4IN2O2 at a distorted geometry.

Properties
Energy relative to the best compared isomer or geometry (same formula, charge and spin) ... 126.88 kJ/mol
Gap between HOMO and LUMO (alpha / beta) ... 0.2685 / 0.2721 Ha
LUMO energy (alpha / beta) ... -6.7 / -6.6 eV
Total charge ... +1

Each line ends with the Mulliken charge.
Cartesian coordinates (Å):
C: 0.664 -0.159 -0.284  -0.128
C: 0.246 -2.791 1.568  0.610
C: 0.034 2.085 -0.260  -0.705
N: -1.556 0.370 -0.517  -0.621
N: -0.334 0.650 -0.458  0.722
O: 0.858 -3.596 2.021  -0.213
O: -0.279 -1.893 1.068  -0.406
I: 1.779 -1.238 -1.604  0.457
H: -0.853 2.455 0.014  0.332
H: 0.299 2.639 -1.256  0.317
H: 0.944 2.046 0.498  0.347
H: -1.802 -0.568 -0.791  0.287

DFT (ωB97M-V with the def2-TZVPD basis set) results for 2 unconnected molecules or ions with the total composition C3H4IN3S at a distorted geometry.

Properties
SMILES ... C=Nc1nncs1.I
Energy relative to the best compared isomer or geometry (same formula, charge and spin) ... 68.79 kJ/mol
Gap between HOMO and LUMO ... 0.3355 Ha
LUMO energy ... 0.0 eV

Each line ends with the Mulliken charge.
Cartesian coordinates (Å):
C: 1.415 -1.750 0.100  -0.168
N: 1.538 -0.611 -0.436  -0.381
C: 0.792 0.515 -0.253  0.371
N: -0.475 0.454 -0.286  -0.097
N: -1.011 1.677 -0.214  -0.265
C: -0.165 2.587 -0.190  -0.277
S: 1.497 2.101 -0.012  -0.104
H: 1.941 -2.498 -0.493  0.248
H: 1.101 -2.063 1.119  0.245
H: -0.364 3.575 0.126  0.420
I: -3.847 -0.393 -0.593  -0.167
H: -2.796 0.879 -0.973  0.176

DFT (ωB97M-V with the def2-TZVPD basis set) results for 2 unconnected molecules or ions with the total composition C3H4IN4 at a distorted geometry.

Properties
Energy relative to the best compared isomer or geometry (same formula, charge and spin) ... 458.55 kJ/mol
Gap between HOMO and LUMO (alpha / beta) ... 0.2819 / 0.2849 Ha
LUMO energy (alpha / beta) ... 2.6 / 2.7 eV
Total charge ... -1

Each line ends with the Mulliken charge.
Cartesian coordinates (Å):
C: -0.644 -1.110 0.152  0.489
C: 0.396 1.689 0.077  -0.859
C: 1.189 0.651 -0.676  -0.524
N: -2.385 -2.129 0.648  -0.413
N: -1.799 -0.902 0.705  -0.265
N: -0.412 -2.342 -0.273  -0.314
N: -1.522 -2.909 0.040  -0.367
I: 3.100 0.285 0.251  -0.081
H: -0.269 2.095 -0.608  0.289
H: 1.175 2.480 0.329  0.378
H: -0.238 1.231 0.961  0.238
H: 1.410 0.963 -1.606  0.427